(1)
{"formula": "C18H14BClFN3O3S", "method": "ωB97M-V/def2-TZVPD", "symbols": ["Cl", "S", "F", "O", "O", "O", "N", "N", "N", "C", "C", "C", "C", "C", "C", "C", "C", "C", "C", "C", "C", "C", "C", "C", "C", "C", "C", "B", "H", "H", "H", "H", "H", "H", "H", "H", "H", "H", "H", "H", "H", "H"], "xyz": [[-1.53, 1.68, 2.64], [-2.81, 1.89, -0.08], [8.61, -1.19, 2.50], [-7.19, -0.42, -1.23], [-5.79, -1.03, 0.69], [3.42, 0.01, -0.81], [5.33, -0.72, 1.03], [3.76, 1.04, 1.23], [-0.38, 1.36, -1.20], [5.70, 1.00, 2.65], [1.55, 1.00, 0.13], [0.90, 1.03, -1.08], [-1.07, 1.56, -0.07], [4.95, 0.42, 1.65], [-4.68, -1.04, -1.61], [2.99, 0.64, 0.16], [6.48, -1.26, 1.40], [-3.45, -0.50, -1.24], [0.85, 1.25, 1.31], [-0.50, 1.52, 1.20], [-3.24, 0.17, 0.07], [-2.40, -0.57, -2.13], [7.34, -0.72, 2.37], [-2.61, -1.17, -3.36], [-4.90, -1.59, -2.85], [6.93, 0.46, 2.97], [-3.84, -1.65, -3.75], [-5.94, -0.82, -0.70], [-4.18, 0.22, 0.62], [-2.53, -0.38, 0.72], [1.48, 0.66, -1.91], [-1.83, -1.26, -4.07], [5.34, 1.87, 3.18], [7.55, 0.89, 3.72], [-7.91, -0.29, -0.60], [-5.89, -1.85, -3.16], [1.31, 1.18, 2.29], [-6.57, -0.84, 1.23], [3.40, 1.78, 1.84], [-3.92, -2.09, -4.72], [-1.48, -0.06, -1.93], [6.75, -2.17, 0.89]], "nbo_charge": [0.0090, 0.2652, -0.3170, -0.8974, -0.9059, -0.5445, -0.3962, -0.6204, -0.4126, -0.2697, -0.1779, 0.0838, 0.0374, 0.3516, -0.3444, 0.6661, 0.0029, -0.0422, -0.1755, -0.0518, -0.5693, -0.1628, 0.3236, -0.2028, -0.1887, -0.2184, -0.2146, 1.1238, 0.2624, 0.2361, 0.2327, 0.2049, 0.2165, 0.2306, 0.4859, 0.2164, 0.2311, 0.4854, 0.4061, 0.2094, 0.2244, 0.2072], "total_energy_ev": -56259.7041, "total_charge": 0, "max_force_ha_per_bohr": 0.0433, "smiles": "O=C(Nc1ccc(F)cn1)c1cnc(SCc2ccccc2B(O)O)c(Cl)c1", "lumo_ev": -0.259}

(2)
{"formula": "C50H42AsBrFN5O8PRu", "method": "ωB97M-V/def2-TZVPD", "symbols": ["Ru", "Br", "As", "P", "F", "O", "O", "O", "O", "O", "O", "O", "O", "N", "N", "N", "N", "N", "C", "C", "C", "C", "C", "C", "C", "C", "C", "C", "C", "C", "C", "C", "C", "C", "C", "C", "C", "C", "C", "C", "C", "C", "C", "C", "C", "C", "C", "C", "C", "C", "C", "C", "C", "C", "C", "C", "C", "C", "C", "C", "C", "C", "C", "C", "C", "C", "C", "C", "H", "H", "H", "H", "H", "H", "H", "H", "H", "H", "H", "H", "H", "H", "H", "H", "H", "H", "H", "H", "H", "H", "H", "H", "H", "H", "H", "H", "H", "H", "H", "H", "H", "H", "H", "H", "H", "H", "H", "H", "H", "H"], "xyz": [[0.25, -1.20, -0.10], [5.54, 10.76, -1.83], [-1.51, -3.30, -1.05], [-3.12, -0.40, 1.22], [1.28, 2.59, 5.29], [6.68, -4.72, 0.89], [1.38, -2.86, -0.73], [-1.66, -0.70, 1.10], [0.59, -0.36, -2.17], [2.87, -1.22, -0.62], [7.50, -5.87, -0.75], [3.37, -4.81, -5.23], [5.22, -5.90, -5.00], [2.79, 4.62, -2.29], [4.34, -5.17, -4.59], [6.68, -5.12, -0.26], [2.42, 5.60, -1.57], [0.37, 1.04, 0.07], [4.45, -4.69, -3.19], [-3.55, 0.19, -2.76], [-3.24, 2.39, 4.16], [-5.74, -0.35, -1.93], [3.49, -3.82, -2.71], [-3.86, -3.87, 3.14], [0.94, -1.73, 1.75], [-3.41, 3.58, 3.46], [-5.23, -0.45, -0.65], [-3.04, 0.09, -1.48], [-5.84, -2.53, 3.38], [-5.24, -1.50, 2.67], [2.36, 2.54, -3.22], [-3.88, -0.24, -0.41], [1.06, -0.64, 2.75], [3.59, -3.37, -1.41], [-3.43, -3.58, -1.29], [2.57, -2.40, -0.88], [5.07, 8.03, -2.48], [4.39, 6.84, -2.45], [-3.26, -2.85, 2.42], [1.19, 3.68, 0.21], [2.16, 0.21, 2.72], [5.57, -4.67, -1.12], [1.84, 1.29, -3.28], [-3.57, 3.55, 2.08], [-3.38, 1.15, 2.10], [0.12, 0.68, 4.55], [3.43, 9.05, -1.02], [2.19, 3.41, -2.11], [-3.55, 2.34, 1.40], [-1.02, -5.04, -0.31], [2.24, 1.30, 3.57], [3.20, 6.74, -1.69], [-3.95, -1.67, 2.18], [0.06, 1.78, 1.13], [4.59, 9.13, -1.77], [1.14, 0.76, -2.15], [-0.94, -3.51, -2.90], [1.02, 1.60, -0.95], [4.64, -3.78, -0.60], [1.48, 2.93, -0.94], [5.51, -5.14, -2.42], [1.21, 1.52, 4.47], [-3.23, 1.18, 3.48], [0.05, -0.40, 3.69], [0.44, 3.12, 1.22], [-4.90, -0.03, -2.99], [-5.15, -3.71, 3.61], [2.74, 7.86, -0.98], [-1.35, -2.69, -3.49], [-6.85, -2.40, 3.77], [-5.30, 0.04, -3.99], [3.07, 9.91, -0.47], [1.95, 0.66, -4.15], [-5.90, -0.73, 0.17], [-1.99, 0.26, -1.30], [2.68, -3.52, -3.36], [1.83, 7.76, -0.40], [-0.80, -1.07, 3.73], [2.92, 2.95, -4.06], [5.99, 8.12, -3.05], [-3.43, 4.52, 3.99], [0.14, -3.47, -2.95], [2.95, 0.03, 2.00], [-1.56, -5.20, 0.62], [4.74, -3.44, 0.42], [0.21, -2.48, 2.04], [4.75, 5.98, -2.99], [0.05, -5.06, -0.12], [-1.28, -5.83, -1.01], [-3.10, 0.25, 4.04], [-3.13, 2.40, 5.24], [-0.47, 1.29, 1.92], [1.53, 4.70, 0.29], [6.25, -5.82, -2.81], [-3.93, -3.65, -0.32], [-0.64, 0.87, 5.29], [-3.59, -4.50, -1.84], [-2.89, 0.43, -3.59], [-5.77, -0.57, 2.53], [3.09, 1.98, 3.56], [1.90, -2.23, 1.59], [-6.80, -0.51, -2.11], [-3.32, -4.79, 3.34], [-3.72, 4.48, 1.53], [-1.30, -4.45, -3.30], [0.18, 3.68, 2.11], [-2.25, -2.96, 2.05], [-3.86, -2.75, -1.85], [-5.63, -4.51, 4.17], [-3.68, 2.33, 0.32]], "lowdin_charge": [1.2972, 0.7962, 1.0699, 0.8089, 0.0632, 0.0895, -0.1976, -0.4429, -0.0497, 0.0221, 0.0999, 0.0827, 0.1019, 0.0848, -0.3427, -0.3429, 0.0857, 0.0503, -0.1028, -0.0645, -0.0643, -0.0627, 0.0776, -0.0603, -0.1937, -0.0621, -0.0662, -0.1036, -0.0590, -0.0839, 0.0202, -0.2909, -0.3040, -0.0906, -0.2757, -0.6128, -0.1087, -0.0009, -0.0877, 0.0393, -0.0390, -0.1014, 0.0450, -0.0679, -0.2737, -0.0069, -0.1123, -0.1625, -0.0685, -0.2835, -0.0050, -0.2531, -0.2843, -0.0955, -0.6759, -0.3272, -0.2863, -0.1297, 0.0838, -0.0514, 0.0940, -0.2860, -0.0826, -0.0547, 0.0017, -0.0635, -0.0582, -0.0047, 0.0250, 0.1128, 0.1125, 0.1074, 0.1320, 0.1018, 0.0728, 0.1295, 0.1173, 0.1080, 0.1271, 0.1083, 0.1115, 0.0039, 0.1209, 0.0165, 0.1389, 0.0705, 0.1116, 0.0178, 0.0348, 0.1128, 0.1124, 0.0936, 0.0999, 0.1357, 0.0170, 0.1179, 0.0364, 0.1118, 0.1144, 0.1264, 0.0680, 0.1130, 0.1116, 0.1104, 0.0355, 0.1234, 0.0789, 0.0086, 0.1130, 0.1086], "total_energy_ev": -221820.5840, "total_charge": 1, "max_force_ha_per_bohr": 0.0107, "spin_multiplicity": 5, "s2": 6.1185, "lumo_ev": [-3.659, -5.261]}

(3)
{"formula": "C28H38N", "method": "ωB97M-V/def2-TZVPD", "symbols": ["N", "C", "C", "C", "C", "C", "C", "C", "C", "C", "C", "C", "C", "C", "C", "C", "C", "C", "C", "C", "C", "C", "C", "C", "C", "C", "C", "C", "C", "H", "H", "H", "H", "H", "H", "H", "H", "H", "H", "H", "H", "H", "H", "H", "H", "H", "H", "H", "H", "H", "H", "H", "H", "H", "H", "H", "H", "H", "H", "H", "H", "H", "H", "H", "H", "H", "H"], "xyz": [[1.71, 0.64, 3.60], [2.71, -2.60, 1.65], [-0.15, 1.85, 3.32], [-2.19, -0.79, 0.21], [3.04, 2.00, 5.21], [-4.15, 0.93, 1.29], [1.92, 1.81, 4.28], [6.37, 0.70, 1.07], [-2.61, -0.94, 1.55], [3.07, -1.18, 1.29], [-2.92, 0.08, -0.63], [0.75, 2.57, 4.15], [-3.83, 0.97, -0.07], [0.26, -1.66, 0.38], [-2.05, -1.98, 2.47], [2.13, -0.14, 0.98], [-5.06, 1.95, 1.90], [0.48, 0.59, 2.99], [4.00, 1.37, 0.54], [-2.70, 0.12, -2.13], [-1.47, 2.38, 2.89], [4.43, -0.88, 1.22], [2.63, 1.12, 0.52], [-1.08, -1.63, -0.40], [1.71, 2.17, -0.04], [-1.56, -3.06, -0.68], [4.91, 0.40, 0.95], [0.71, -0.38, 1.02], [-3.58, -0.08, 2.06], [-1.86, -3.60, 0.23], [6.90, -0.16, 1.50], [-1.68, 0.46, -2.40], [0.29, -2.47, 1.14], [4.35, 2.35, 0.24], [-0.82, -1.18, -1.37], [-4.31, 1.72, -0.71], [-0.01, -0.40, 2.89], [0.02, 0.46, 0.80], [6.82, 0.92, 0.10], [-2.87, -0.85, -2.62], [1.19, 1.83, -0.94], [-4.52, 2.62, 2.58], [-2.65, -2.01, 3.40], [-5.86, 1.48, 2.48], [0.58, 3.54, 4.64], [3.60, -3.12, 2.02], [-3.88, -0.19, 3.12], [0.95, 2.54, 0.67], [2.37, -3.17, 0.77], [-1.02, -1.75, 2.79], [4.01, 1.74, 4.77], [-3.40, 0.84, -2.59], [2.46, -0.03, 3.45], [-0.78, -3.65, -1.18], [1.01, -1.96, -0.39], [-2.29, 1.83, 3.39], [3.10, 3.06, 5.53], [6.54, 1.58, 1.71], [1.95, -2.70, 2.45], [-1.60, 2.31, 1.79], [2.32, 3.05, -0.31], [-1.56, 3.45, 3.18], [-2.43, -3.04, -1.33], [2.92, 1.39, 6.13], [-5.51, 2.57, 1.12], [-2.04, -2.99, 2.03], [5.14, -1.68, 1.42]], "nbo_charge": [-0.5272, -0.6519, 0.0357, -0.0570, -0.6675, 0.0035, 0.2578, -0.6457, -0.0174, 0.0077, 0.0171, -0.3067, -0.2149, -0.4985, -0.6211, -0.0992, -0.6332, -0.0561, -0.2236, -0.6441, -0.6586, -0.2290, 0.0441, -0.2354, -0.6495, -0.5965, 0.0652, 0.0654, -0.2189, 0.2064, 0.2256, 0.2141, 0.2500, 0.2233, 0.2199, 0.2160, 0.2626, 0.2538, 0.2410, 0.2260, 0.2305, 0.2177, 0.2345, 0.2298, 0.2456, 0.2363, 0.2117, 0.2277, 0.2353, 0.1790, 0.2361, 0.2301, 0.4286, 0.2128, 0.2604, 0.2466, 0.2478, 0.2337, 0.2165, 0.2371, 0.2355, 0.2363, 0.2269, 0.2515, 0.2238, 0.2251, 0.2199], "total_energy_ev": -31135.3760, "total_charge": 1, "max_force_ha_per_bohr": 0.0550, "lumo_ev": -4.584}

(4)
{"formula": "C6H12", "method": "ωB97M-V/def2-TZVPD", "symbols": ["C", "C", "C", "C", "C", "C", "H", "H", "H", "H", "H", "H", "H", "H", "H", "H", "H", "H"], "xyz": [[0.20, -0.43, 0.68], [0.63, 0.33, -0.56], [1.76, 1.22, -0.21], [2.03, 0.00, -1.04], [-1.28, -0.95, 0.67], [-2.34, -0.01, 0.08], [-0.15, 0.72, -1.22], [-1.38, -1.92, 0.16], [0.84, -1.31, 0.84], [1.81, 1.17, 0.93], [2.45, -0.88, -0.57], [1.84, 2.14, -0.79], [-3.35, -0.35, 0.33], [2.34, 0.10, -2.09], [-2.29, 0.06, -1.01], [-2.22, 1.00, 0.49], [-1.52, -1.16, 1.71], [0.65, 0.26, 1.60]], "nbo_charge": [-0.3785, -0.2639, -0.4140, -0.4111, -0.4013, -0.6126, 0.2190, 0.2012, 0.2067, 0.2089, 0.2067, 0.2176, 0.2122, 0.2178, 0.2015, 0.2041, 0.2052, 0.1806], "total_energy_ev": -6414.7430, "total_charge": 0, "max_force_ha_per_bohr": 0.0654, "smiles": "CCCC1CC1", "lumo_ev": 1.277}

(5)
{"formula": "C6H13N2S2", "method": "ωB97M-V/def2-TZVPD", "symbols": ["S", "S", "N", "N", "C", "C", "C", "C", "C", "C", "H", "H", "H", "H", "H", "H", "H", "H", "H", "H", "H", "H", "H"], "xyz": [[-1.35, -1.89, 0.68], [2.97, -0.07, -0.24], [1.37, -2.19, -0.45], [0.34, 0.07, 0.35], [-1.26, -0.17, -1.67], [-1.91, 0.87, 0.53], [1.60, -0.98, -0.06], [0.90, 1.40, 0.61], [-1.07, -0.16, -0.17], [2.35, 1.20, 0.92], [-1.47, 1.08, 1.55], [2.40, 0.73, 1.99], [2.05, -2.91, -0.47], [0.56, 1.68, 1.65], [0.79, 2.20, -0.15], [-2.53, -2.49, 0.12], [-1.20, -1.10, -2.18], [-0.66, 0.65, -2.13], [0.30, -2.56, -0.57], [-3.01, 0.46, 0.61], [-2.28, 0.20, -1.84], [2.93, 2.18, 0.91], [-1.82, 1.81, 0.01]], "nbo_charge": [-0.0861, 0.4492, -0.7370, -0.4852, -0.6830, -0.6572, 0.3218, -0.2615, 0.1444, -0.5218, 0.2340, 0.2470, 0.4385, 0.2455, 0.2212, 0.1803, 0.2363, 0.2375, 0.4597, 0.2583, 0.2465, 0.2840, 0.2277], "total_energy_ev": -31074.7934, "total_charge": 1, "max_force_ha_per_bohr": 0.1173, "lumo_ev": -3.983}